Entry 1:
C45H43BF9GaN6O3P2S | the ωB97M-V functional and the def2-TZVPD basis

Values from the calculation:
Energy = -169373.9504 eV
Frontier orbital gap = 0.2258 Eh
Energy relative to the best compared isomer or geometry (same formula, charge and spin) = 115.42 kJ/mol
Molecular weight = 1061.41 g/mol
LUMO energy = -0.65 eV

Geometry as XYZ:
```
111
Properties=species:S:1:pos:R:3:forces:R:3
Ga 1.049 0.872 -1.714 -0.06 0.06 -0.15
N -0.795 -1.519 -2.509 0.04 -0.04 0.04
C -0.551 -0.810 -1.287 0.08 -0.07 0.01
S 1.343 0.704 -3.813 -0.02 0.00 -0.02
N 0.478 -1.496 -0.467 -0.11 -0.05 0.20
N 1.505 -0.531 -0.244 0.12 -0.01 -0.03
C 1.975 -0.378 0.944 -0.05 -0.03 0.07
C 2.843 0.702 1.289 0.05 0.05 -0.02
C 3.441 0.695 2.566 -0.03 -0.02 -0.04
C 4.274 1.703 2.970 0.02 0.04 0.03
C 4.518 2.768 2.085 -0.02 -0.04 0.00
C 3.937 2.814 0.843 0.01 0.02 0.01
C 3.072 1.786 0.390 -0.04 -0.06 0.06
O 2.527 1.883 -0.779 -0.05 0.04 -0.06
H -0.340 -1.041 -3.299 0.00 0.00 -0.01
H -1.779 -1.644 -2.708 -0.02 0.01 0.01
H 1.692 -1.088 1.720 -0.01 0.08 -0.02
H 3.230 -0.141 3.226 0.00 0.01 0.00
H 4.732 1.686 3.948 0.00 0.00 -0.01
H 5.178 3.571 2.390 0.00 0.00 0.00
H 4.131 3.635 0.163 -0.01 0.00 0.00
C 0.477 6.052 -0.845 -0.01 -0.02 -0.01
N -0.277 5.339 0.189 0.03 0.04 0.01
C -1.701 5.431 -0.129 -0.02 -0.02 0.00
N -2.044 4.954 -1.467 -0.01 0.02 -0.01
C -1.234 5.680 -2.446 -0.01 -0.02 0.00
N 0.203 5.593 -2.205 0.03 0.01 -0.01
C 0.701 4.236 -2.430 0.02 0.00 0.03
P -0.097 3.026 -1.289 -0.07 0.05 0.16
C 0.160 3.947 0.296 -0.04 -0.05 -0.06
C -1.864 3.506 -1.573 0.05 -0.03 -0.05
H 1.544 5.950 -0.641 0.00 0.00 0.00
H 0.209 7.109 -0.786 0.00 0.00 0.01
H -1.994 6.481 -0.060 0.01 0.00 0.00
H -2.270 4.860 0.609 0.00 -0.01 0.00
H -1.523 6.732 -2.404 0.00 0.00 0.00
H -1.453 5.297 -3.444 0.00 0.00 0.00
H 1.780 4.189 -2.273 0.00 0.01 0.01
H 0.515 3.920 -3.458 -0.01 -0.02 -0.01
H 1.222 3.908 0.544 0.02 0.02 0.04
H -0.390 3.449 1.099 -0.01 0.00 0.00
H -2.496 3.021 -0.829 0.00 -0.01 0.00
H -2.185 3.155 -2.556 0.02 0.01 -0.01
C -4.136 2.343 4.946 -0.02 0.01 -0.02
C -4.274 3.225 3.697 0.00 0.00 0.01
C -3.251 4.368 3.768 -0.01 -0.03 0.02
C -5.678 3.832 3.699 0.03 -0.01 0.01
C -4.001 2.398 2.439 -0.04 0.03 -0.02
C -4.890 2.349 1.369 0.01 -0.03 0.00
C -4.614 1.641 0.193 -0.04 0.02 0.01
C -3.418 0.977 0.130 0.07 -0.06 -0.05
O -2.868 0.277 -0.918 -0.03 0.04 0.00
B -1.597 -0.126 -0.470 -0.03 0.07 0.04
O -1.400 0.289 0.870 0.02 -0.03 -0.02
C -2.527 0.997 1.195 -0.01 0.06 0.02
C -2.788 1.696 2.345 0.05 0.01 0.01
H -4.359 2.926 5.841 0.00 0.00 0.00
H -3.126 1.945 5.054 0.00 -0.01 -0.01
H -4.830 1.501 4.902 0.00 0.00 0.01
H -3.417 4.973 4.662 0.00 0.00 -0.01
H -3.338 5.017 2.894 0.01 0.01 0.01
H -2.230 3.983 3.807 0.00 0.03 -0.01
H -5.835 4.374 4.633 0.00 0.00 -0.01
H -6.446 3.060 3.625 -0.01 0.01 0.01
H -5.816 4.540 2.880 0.00 -0.01 -0.01
H -5.828 2.882 1.424 0.00 0.01 0.01
H -5.305 1.638 -0.639 0.00 0.00 0.00
H -2.056 1.713 3.143 -0.01 -0.01 0.00
F -2.830 -8.166 0.715 -0.03 0.00 -0.01
C -3.300 -7.187 -0.077 0.01 0.02 0.01
F -4.412 -6.702 0.493 0.02 -0.04 -0.02
F -3.660 -7.759 -1.240 -0.01 0.00 0.02
C -2.262 -6.118 -0.298 -0.03 0.02 0.01
C -2.604 -4.779 -0.215 -0.02 0.00 0.00
C -1.642 -3.808 -0.451 0.07 0.04 -0.06
C -0.344 -4.189 -0.766 0.02 0.00 0.01
C -0.001 -5.540 -0.829 -0.03 0.01 0.00
C -0.965 -6.506 -0.606 0.02 -0.02 -0.01
P 0.973 -2.989 -0.991 0.09 0.03 -0.15
C 2.219 -3.451 0.235 -0.01 0.06 0.01
C 1.784 -3.683 1.544 0.03 -0.07 0.02
C 2.701 -3.922 2.546 0.02 -0.01 0.01
C 4.061 -3.924 2.248 -0.04 0.01 0.00
C 4.501 -3.714 0.955 0.01 0.01 0.01
C 3.576 -3.480 -0.056 -0.02 -0.06 -0.02
C 5.037 -4.182 3.365 0.01 -0.01 -0.03
F 6.305 -3.973 2.992 0.00 0.00 0.02
F 4.787 -3.387 4.421 0.00 0.01 0.01
F 4.947 -5.451 3.801 0.01 -0.01 0.02
C 1.735 -3.113 -2.606 -0.03 0.00 -0.03
C 2.692 -2.165 -2.949 0.06 -0.02 -0.05
C 3.296 -2.215 -4.200 -0.04 0.00 0.05
C 2.936 -3.207 -5.089 0.03 0.03 -0.03
C 1.951 -4.137 -4.766 -0.01 -0.02 -0.02
C 1.346 -4.087 -3.529 -0.01 -0.01 0.07
C 3.566 -3.247 -6.455 0.01 -0.04 0.03
F 4.814 -2.752 -6.447 -0.03 0.00 -0.02
F 2.860 -2.535 -7.347 0.01 -0.01 -0.01
F 3.639 -4.507 -6.927 0.01 0.03 -0.01
H -3.616 -4.491 0.036 0.01 0.01 0.00
H -1.894 -2.759 -0.394 -0.03 0.01 0.02
H 1.018 -5.837 -1.047 0.00 -0.02 0.01
H -0.712 -7.556 -0.659 0.02 0.01 0.00
H 0.727 -3.663 1.781 -0.02 0.01 -0.03
H 2.369 -4.097 3.561 0.00 0.00 0.00
H 5.559 -3.722 0.732 -0.01 0.00 0.00
H 3.923 -3.322 -1.067 0.01 0.03 -0.01
H 2.966 -1.365 -2.275 -0.01 -0.01 0.03
H 4.013 -1.456 -4.476 0.01 0.00 0.00
H 1.664 -4.891 -5.486 -0.01 0.00 0.01
H 0.561 -4.789 -3.283 0.00 -0.01 -0.05
```
Forces are in eV/Å.

=====

Entry 2:
C45H43Br9N8O4 | the ωB97M-V functional and the def2-TZVPD basis

Values from the calculation:
Energy = -697843.3298 eV
Frontier orbital gap = 0.3261 Eh
Molecular weight = 1479.03 g/mol
LUMO energy = -0.74 eV

Geometry as XYZ:
```
109
Properties=species:S:1:pos:R:3:forces:R:3
C 37.092 -11.764 -10.604 -1.17 0.62 0.46
Br 36.314 -11.218 -12.344 0.47 -0.37 1.09
Br 35.688 -12.652 -9.431 1.16 0.64 -1.03
Br 37.805 -10.172 -9.629 -0.34 -1.25 -0.77
H 37.863 -12.506 -10.811 -0.12 0.36 0.25
C 38.084 -9.855 -1.964 0.04 -0.20 1.31
Br 37.239 -8.184 -1.264 0.63 -1.22 -0.57
Br 36.749 -11.318 -2.117 0.88 1.08 -0.14
Br 39.566 -10.474 -0.755 -0.96 0.48 -0.68
H 38.606 -9.630 -2.894 -0.60 -0.14 0.07
C 25.560 -23.381 -4.055 -0.66 -1.04 -0.09
Br 24.438 -24.423 -5.337 0.82 0.45 0.50
Br 25.435 -24.315 -2.310 0.07 0.84 -0.72
Br 24.974 -21.557 -4.130 0.18 -0.18 0.42
H 26.611 -23.425 -4.339 -0.40 -0.06 -0.10
C 37.782 -22.968 -9.080 -0.15 -0.13 0.85
C 38.565 -23.910 -8.418 -0.34 -0.15 -0.45
C 38.764 -25.174 -8.977 -0.16 -0.37 -1.51
C 38.222 -25.514 -10.268 -1.18 3.06 2.11
C 37.358 -24.518 -10.886 1.46 -0.71 0.86
C 37.210 -23.240 -10.284 -0.02 -1.77 -1.48
N 38.364 -26.874 -10.786 -0.45 -0.31 -1.99
O 37.504 -27.187 -11.611 0.39 0.07 0.72
O 39.321 -27.584 -10.524 -0.43 0.85 0.70
H 37.448 -22.070 -8.582 0.55 0.31 0.10
H 38.949 -23.596 -7.459 0.20 -0.53 0.14
H 39.312 -25.943 -8.453 0.17 0.03 0.04
H 36.836 -24.715 -11.811 0.16 -0.23 -0.04
H 36.633 -22.479 -10.787 -0.22 -0.13 -0.05
C 30.934 -22.691 5.408 -0.57 -0.64 -1.45
C 30.141 -23.548 6.153 -0.07 0.51 0.09
C 29.416 -24.597 5.579 0.47 0.16 -0.38
C 29.587 -24.872 4.215 1.60 0.33 -0.21
C 30.473 -24.085 3.412 -0.83 0.64 1.90
C 31.075 -22.966 4.042 -0.62 -0.65 -0.60
N 28.980 -26.108 3.669 -0.23 -1.80 -2.57
O 27.876 -26.456 4.012 -0.56 0.90 1.48
O 29.545 -26.786 2.785 0.73 1.94 1.27
H 31.298 -21.763 5.823 0.34 -0.17 0.13
H 30.089 -23.264 7.194 -0.52 -0.53 0.24
H 28.742 -25.178 6.190 0.02 -0.20 -0.13
H 30.584 -24.157 2.340 -0.08 -0.59 0.07
H 31.577 -22.282 3.374 0.30 0.09 0.15
N 31.751 -19.718 -11.626 -0.44 0.84 -1.50
C 32.065 -18.438 -12.005 1.08 -1.16 0.69
C 32.403 -18.008 -13.282 -0.58 -1.97 -1.21
C 32.338 -18.979 -14.342 0.11 0.03 3.05
C 32.001 -20.309 -13.954 -0.28 1.46 -0.60
C 31.636 -20.620 -12.617 0.31 1.72 -0.81
H 32.235 -17.792 -11.156 -0.29 0.33 0.03
H 32.728 -17.007 -13.524 -0.17 0.14 0.32
H 32.622 -18.609 -15.316 -0.14 -0.65 -0.31
H 31.932 -21.027 -14.758 -0.08 -0.38 0.20
H 31.126 -21.543 -12.384 0.49 -0.36 0.13
N 24.645 -12.350 -1.373 -1.29 -0.19 1.51
C 24.305 -12.309 -0.007 -0.07 -0.31 -2.47
C 23.056 -11.956 0.472 0.48 -0.30 -0.67
C 22.065 -11.654 -0.451 0.86 0.38 -0.25
C 22.381 -11.691 -1.813 0.11 -0.40 -0.32
C 23.664 -12.097 -2.283 0.15 1.14 3.35
H 25.033 -12.638 0.720 0.53 0.16 -0.32
H 22.875 -11.923 1.536 -0.03 -0.01 0.04
H 21.148 -11.282 -0.018 -0.43 -0.10 -0.62
H 21.630 -11.399 -2.532 -0.08 -0.03 -0.11
H 23.987 -11.996 -3.309 -0.22 -0.35 -0.15
N 30.886 -20.078 -2.942 0.36 1.83 1.21
C 31.741 -19.442 -3.783 -1.32 1.91 1.07
C 31.936 -18.025 -3.752 0.13 -0.57 0.55
C 31.276 -17.205 -2.836 -0.69 -1.35 0.44
C 30.400 -17.842 -1.940 0.27 -1.96 -0.73
C 30.295 -19.270 -1.970 0.99 1.09 -2.08
H 32.267 -19.957 -4.574 -0.17 -0.61 0.16
H 32.670 -17.581 -4.409 -0.01 -0.07 -0.23
H 31.402 -16.135 -2.758 0.15 0.06 -0.35
H 29.725 -17.330 -1.270 0.33 0.27 0.21
H 29.665 -19.698 -1.205 -0.05 -0.60 -0.27
N 26.404 -13.592 -9.498 0.18 0.48 0.20
C 27.497 -13.461 -8.691 -2.18 -1.03 -0.93
C 27.915 -14.518 -7.921 -0.20 -1.12 0.04
C 27.177 -15.732 -7.933 0.09 1.19 -0.94
C 26.062 -15.836 -8.793 1.01 -0.29 1.27
C 25.699 -14.738 -9.547 1.68 0.82 0.12
H 27.995 -12.503 -8.654 0.00 0.08 -0.27
H 28.856 -14.403 -7.405 -0.08 -0.25 0.43
H 27.533 -16.564 -7.343 -0.14 -0.12 0.00
H 25.526 -16.771 -8.861 -0.12 -0.02 0.00
H 24.923 -14.816 -10.294 -0.24 0.24 0.07
N 38.151 -21.704 0.774 0.23 0.88 -1.82
C 39.453 -21.831 1.058 -0.25 0.49 0.85
C 40.500 -21.279 0.346 -0.78 1.68 -2.54
C 40.162 -20.571 -0.864 -1.09 -1.42 1.09
C 38.814 -20.577 -1.304 0.02 0.28 1.87
C 37.831 -21.064 -0.398 1.62 -1.32 0.96
H 39.626 -22.252 2.038 0.25 -0.42 0.02
H 41.542 -21.230 0.625 -0.11 -0.43 0.46
H 40.940 -20.057 -1.410 -0.02 -0.06 -0.19
H 38.484 -20.050 -2.187 0.15 -0.05 -0.15
H 36.760 -21.058 -0.538 -0.01 0.38 -0.55
N 25.114 -15.354 7.108 0.28 0.25 -1.68
C 25.054 -16.605 6.613 2.09 1.21 0.03
C 26.187 -17.156 5.943 -1.48 -0.12 0.11
C 27.269 -16.373 5.675 1.34 1.87 0.80
C 27.368 -15.050 6.194 -2.42 -0.24 -0.37
C 26.188 -14.549 6.782 0.03 -2.26 1.31
H 24.117 -17.128 6.735 0.10 -0.27 0.26
H 26.223 -18.183 5.612 -0.38 -0.08 -0.13
H 28.112 -16.716 5.093 0.03 -0.43 0.08
H 28.216 -14.392 6.067 0.10 -0.17 -0.22
H 26.087 -13.567 7.220 0.30 0.23 -0.20
```
Forces are in eV/Å.